(1)
C17H20Cl5N8O7S4Ta | ωB97M-V/def2-TZVPD

Structure (XYZ):
```
62
Properties=species:S:1:pos:R:3:forces:R:3
Ta 0.35602 -0.44578 -0.15252 0.280 -0.010 0.177
Cl -2.91984 5.61278 -3.58873 0.025 -0.052 0.026
C -2.18047 4.29570 -2.76529 0.041 -0.031 -0.002
C -1.07743 3.64912 -3.31944 0.068 -0.112 0.058
Cl -0.45268 4.16892 -4.83652 -0.017 -0.067 0.119
C -0.47383 2.58237 -2.64486 -0.092 0.657 -0.760
Cl 0.90705 1.81973 -3.28255 0.002 -0.052 0.063
C -0.97239 2.15732 -1.42592 0.067 -0.307 0.342
O -0.39887 1.13150 -0.80793 -0.223 0.882 -0.472
C -2.07192 2.79744 -0.86582 -0.516 0.589 -0.129
Cl -2.70846 2.29175 0.64449 0.111 -0.113 0.058
C -2.67461 3.86847 -1.53613 0.004 -0.091 0.110
Cl -4.03784 4.66448 -0.84086 0.126 -0.086 -0.046
N 2.32914 -0.73804 3.00275 -0.074 -0.048 0.117
N 2.11541 0.60814 3.30684 -0.167 -0.110 -0.004
C 1.98327 1.51522 2.34114 0.038 0.228 0.173
N 1.71800 2.76484 2.73237 -0.095 -0.015 -0.085
S 2.30644 1.23534 0.68251 -0.026 -0.297 -0.204
H 1.52641 -1.27111 3.33829 0.064 0.065 -0.066
H 3.18015 -1.04646 3.45698 -0.015 -0.008 -0.037
H 1.71732 0.82669 4.21325 0.085 -0.018 -0.050
H 1.47841 2.98797 3.68474 0.040 0.001 0.014
H 1.49940 3.43513 2.01544 -0.009 -0.021 0.015
N -2.80078 -2.17527 -0.62321 -0.050 -0.100 0.017
N -2.41100 -0.79302 -0.67154 0.047 -0.193 0.644
H -3.74719 -2.24638 -0.25625 0.107 -0.003 -0.020
H -2.19764 -2.62586 0.06138 -0.052 0.126 -0.127
H -2.79174 -0.30716 0.14008 -0.042 0.091 -0.184
H -2.81774 -0.40564 -1.51689 0.236 0.088 0.032
N 8.53741 1.99770 0.27660 0.044 -0.031 0.101
C 7.47444 1.49495 -0.45352 0.029 0.059 -0.006
C 6.32202 2.26572 -0.64249 -0.033 -0.004 -0.013
C 5.24686 1.75566 -1.33734 0.024 -0.071 0.033
C 5.29837 0.46184 -1.84990 0.135 0.187 -0.027
C 6.43944 -0.30634 -1.67778 0.018 -0.031 0.002
C 7.52040 0.20574 -0.98143 -0.024 -0.037 -0.013
S 3.91203 -0.15841 -2.72866 0.213 0.410 0.133
O 4.31399 -1.40163 -3.33288 -0.032 -0.040 -0.095
O 3.40162 0.90634 -3.54125 0.090 -0.162 -0.105
N 2.81464 -0.43578 -1.55355 -0.119 -0.490 -0.190
C 2.92492 -1.58644 -0.90499 -0.073 -0.294 0.133
S 4.09608 -2.87529 -0.97743 0.016 0.100 -0.010
C 3.24036 -3.72116 0.27361 -0.030 -0.008 0.056
C 2.13437 -3.05953 0.64155 0.115 -0.044 -0.052
N 1.95668 -1.86656 -0.02668 -0.135 0.228 0.037
H 8.59174 2.99728 0.37294 -0.002 -0.009 -0.037
H 9.43016 1.55242 0.14517 -0.031 0.024 -0.024
H 6.28120 3.27225 -0.24455 -0.001 0.016 0.008
H 4.36278 2.35785 -1.49157 -0.048 0.030 -0.025
H 6.48757 -1.29731 -2.10761 -0.018 0.000 -0.007
H 8.41222 -0.39419 -0.84974 0.015 -0.017 -0.005
H 3.58228 -4.67517 0.63360 0.023 -0.038 0.005
H 1.39957 -3.37024 1.36482 -0.036 0.001 0.024
O -0.51784 -1.24296 3.55775 0.083 0.126 0.078
S -1.05990 -0.73278 2.32892 0.464 -0.418 -0.538
O -2.48596 -0.74190 2.20460 0.016 0.093 0.098
O -0.45366 -1.65296 1.13148 -0.378 -0.436 0.649
O -0.39923 0.52646 1.85658 -0.426 -0.193 0.010
C -0.00900 -1.53618 -1.99471 0.179 0.172 0.186
H -0.82913 -1.09890 -2.55549 0.029 -0.010 -0.114
H -0.27487 -2.56283 -1.73223 -0.055 -0.032 -0.014
H 0.89001 -1.54383 -2.60868 -0.018 -0.074 -0.059
```
Forces are in eV/Å.

Results
electronic energy = -151714.2208 eV
ΔE to the lowest compared entry with this formula, charge and spin = 44.86 kJ/mol
2S+1 = 1
max |F| = 1.03 eV Å⁻¹
Kohn-Sham gap = 7.82 eV

Electronic structure analysis, Mulliken charges in units of e: atom 1 (Ta): 1.15, atom 2 (Cl): -0.18, atom 3 (C): 0.04, atom 4 (C): 0.10, atom 5 (Cl): -0.18, atom 6 (C): 0.51, atom 7 (Cl): -0.02, atom 8 (C): -0.62, atom 9 (O): 0.22, atom 10 (C): 0.28, atom 11 (Cl): -0.15, atom 12 (C): 0.24, atom 13 (Cl): -0.19, atom 14 (N): -0.34, atom 15 (N): -0.16, atom 16 (C): 0.60, atom 17 (N): -0.41, atom 18 (S): -0.22, atom 19 (H): 0.20, atom 20 (H): 0.25, atom 21 (H): 0.23, atom 22 (H): 0.21, atom 23 (H): 0.19, atom 24 (N): -0.79, atom 25 (N): -0.21, atom 26 (H): 0.29, atom 27 (H): 0.21, atom 28 (H): 0.25, atom 29 (H): 0.31, atom 30 (N): -0.55, atom 31 (C): 1.04, atom 32 (C): -0.83, atom 33 (C): -0.54, atom 34 (C): -0.14, atom 35 (C): -0.33, atom 36 (C): -0.74, atom 37 (S): 0.98, atom 38 (O): -0.69, atom 39 (O): -0.76, atom 40 (N): -0.23, atom 41 (C): 0.43, atom 42 (S): -0.05, atom 43 (C): -0.40, atom 44 (C): -1.00, atom 45 (N): 0.56, atom 46 (H): 0.22, atom 47 (H): 0.22, atom 48 (H): 0.29, atom 49 (H): 0.54, atom 50 (H): 0.55, atom 51 (H): 0.29, atom 52 (H): 0.45, atom 53 (H): 0.50, atom 54 (O): -0.76, atom 55 (S): 0.98, atom 56 (O): -0.61, atom 57 (O): -0.63, atom 58 (O): -0.48, atom 59 (C): -1.35, atom 60 (H): 0.31, atom 61 (H): 0.47, atom 62 (H): 0.43



(2)
CH69LiO37 | ωB97M-V/def2-TZVPD

Structure (XYZ):
```
108
Properties=species:S:1:pos:R:3:forces:R:3
Li -19.87014 -4.65302 -12.92820 0.378 -0.468 -0.061
O -20.12883 -4.92125 -9.47996 0.173 -1.278 0.785
C -19.56538 -5.98303 -10.16433 0.046 -0.420 -0.819
O -19.39705 -7.10684 -9.58832 -0.458 2.353 -1.054
O -19.28354 -5.65578 -11.36960 -0.189 -0.448 1.402
H -20.14666 -5.21215 -8.53032 0.053 0.373 -0.124
O -19.42372 -5.26884 -6.75137 0.455 -1.204 0.027
H -19.23977 -6.08235 -6.18604 -0.505 1.322 -0.501
H -19.77136 -4.55625 -6.20327 -0.157 0.055 0.433
O -17.05506 -7.39125 -8.32475 0.423 -0.798 -0.694
H -17.80114 -7.41721 -8.98379 0.458 0.093 0.697
H -16.22046 -7.60513 -8.82645 -0.773 0.245 0.633
O -17.00080 0.53576 -11.93438 -0.523 0.439 0.560
H -17.74885 0.65541 -11.31734 0.213 -0.095 -0.445
H -16.25981 0.96848 -11.49725 0.088 -0.081 -0.078
O -15.33520 -5.43485 -13.36638 0.236 0.709 -0.390
H -15.50475 -6.25054 -12.88022 -0.615 -0.443 -0.087
H -16.04758 -5.25393 -14.00685 0.373 -0.413 0.656
O -17.51737 -1.18052 -8.55487 0.174 0.809 -0.267
H -17.41977 -0.20258 -8.64542 -0.350 -0.899 -0.012
H -18.02192 -1.53206 -9.33395 0.327 0.111 0.466
O -21.07321 -1.91299 -7.87180 -0.886 -2.214 -1.117
H -21.05622 -0.97473 -8.08036 -0.126 0.589 -0.434
H -21.51151 -2.45994 -8.61227 1.070 1.677 1.752
O -16.72963 -4.89531 -7.80382 0.431 -1.378 0.289
H -16.70648 -5.92626 -7.81950 0.016 1.217 -0.231
H -17.57190 -4.76725 -7.35680 -0.612 0.391 0.162
O -20.31554 -0.05704 -11.27168 1.667 -2.444 -0.979
H -20.89374 0.23413 -10.60235 -1.082 0.796 1.522
H -20.05157 -0.99076 -10.97813 -0.211 1.595 -0.525
O -14.80877 -3.13718 -11.65095 0.009 0.921 1.916
H -14.87526 -4.00314 -12.03514 -0.338 -1.137 -0.420
H -15.15229 -3.18391 -10.70288 0.687 -0.126 -1.236
O -21.40583 -3.67471 -13.07066 0.143 -1.240 0.287
H -22.10066 -3.92539 -12.46545 -0.653 -0.544 0.411
H -21.57100 -2.76289 -13.24019 -0.015 1.710 -0.556
O -16.65897 -5.31595 -10.44762 -0.684 0.866 0.241
H -16.74519 -5.13583 -9.46531 -0.103 0.050 -0.867
H -17.55723 -5.19839 -10.85407 0.902 -0.170 0.360
O -16.97429 -2.10847 -12.46634 -0.395 -2.629 -0.832
H -16.06237 -2.50940 -12.26870 -0.533 0.735 -0.029
H -16.98487 -1.17303 -12.42623 0.454 1.827 0.219
O -23.00213 -4.97952 -10.91010 0.815 0.422 0.244
H -22.10976 -4.84223 -10.52978 -0.414 -0.300 -0.142
H -23.03200 -5.90867 -11.19942 0.156 -0.072 -0.316
O -19.42386 -8.64260 -11.86831 0.722 0.632 0.636
H -18.46306 -8.65360 -12.01527 -0.083 -0.252 -0.477
H -19.36553 -8.17923 -10.98501 -0.671 -0.310 -0.532
O -21.64871 -1.06359 -13.64020 -1.484 0.757 -2.006
H -21.14877 -0.44313 -13.11985 0.507 0.544 0.836
H -22.16598 -0.51030 -14.29995 0.989 -1.152 1.279
O -18.65237 -2.50006 -10.47680 -1.034 -0.385 0.001
H -19.00098 -3.38611 -10.31528 -0.342 -0.024 0.481
H -18.11233 -2.60799 -11.27095 0.790 0.471 -0.611
O -20.80775 0.85474 -8.33995 0.079 1.079 0.924
H -19.93330 1.22318 -8.02866 -0.619 -0.570 -0.473
H -21.47509 1.37246 -7.83183 0.652 -0.646 -0.532
O -14.44748 -7.51505 -9.20548 0.350 -0.511 0.579
H -13.93644 -8.08078 -8.57828 -0.330 0.998 -0.987
H -13.88867 -6.80567 -9.63215 0.104 -0.810 0.446
O -14.02800 -0.73465 -6.52800 0.112 0.212 0.180
H -14.50620 -1.25303 -5.85807 0.082 -0.270 -0.133
H -14.16024 -1.20256 -7.36367 -0.109 -0.183 0.099
O -24.83376 -4.87324 -8.90302 1.237 -0.189 -0.497
H -23.94156 -5.01802 -9.33112 -1.079 0.118 0.837
H -25.30409 -4.68028 -9.71501 -0.600 0.138 -0.038
O -20.43529 -2.93931 -5.39467 0.617 0.514 -1.721
H -21.01156 -2.95460 -4.66586 -1.158 -0.287 1.716
H -20.95075 -2.46428 -6.09498 0.470 -0.393 -0.109
O -12.93254 -5.81495 -10.59194 -1.260 1.683 -0.556
H -13.25143 -4.93190 -10.23193 0.677 -1.289 -0.691
H -13.30000 -5.81814 -11.51655 0.566 -0.006 1.149
O -20.08420 -6.44635 -13.88069 -1.095 0.158 1.555
H -19.65772 -6.41190 -14.70973 0.837 -0.449 -1.307
H -19.84347 -7.24277 -13.36331 0.430 0.205 -0.238
O -18.14667 -1.37947 -5.86296 -0.128 -0.381 2.080
H -18.52996 -1.27826 -6.70914 -0.088 0.319 -2.261
H -18.79924 -1.98326 -5.45990 0.244 0.015 0.246
O -18.69438 -3.60806 -14.14947 0.625 0.823 0.063
H -19.09951 -3.24515 -14.95329 0.197 -0.044 0.449
H -18.08304 -2.90038 -13.77537 -0.527 -0.811 -0.226
O -16.16165 -7.61037 -11.49829 0.133 0.863 0.014
H -15.42197 -7.82939 -10.92824 0.514 -0.968 0.062
H -16.31505 -6.71776 -11.06586 -0.643 -0.389 -0.421
O -22.62480 -7.43252 -12.20606 2.039 -0.170 -0.190
H -22.63591 -7.63504 -13.14849 -0.674 0.105 -0.163
H -21.62984 -7.44952 -12.11678 -1.278 -0.051 0.516
O -15.16412 -2.78331 -8.64480 -0.162 1.218 -0.578
H -15.59177 -3.53879 -8.24900 -0.263 -0.952 0.433
H -15.92752 -2.15329 -8.67155 0.385 -0.101 -0.013
O -24.79689 -5.38867 -5.80051 -0.576 0.853 -0.105
H -25.29633 -5.30337 -6.64181 0.610 0.009 0.526
H -24.93627 -4.53403 -5.33926 0.078 -0.836 -0.522
O -16.18871 0.89360 -5.99490 -1.518 -1.506 0.648
H -15.27530 0.57827 -6.06360 0.375 -0.001 -0.518
H -16.66874 0.04203 -5.74412 0.665 1.476 -0.226
O -18.21328 -7.34113 -5.29862 -0.566 0.209 0.706
H -17.74904 -7.24489 -6.11972 0.765 -0.266 -0.936
H -18.46728 -8.26608 -5.25475 -0.045 -0.097 -0.053
O -18.00236 1.50648 -7.92839 0.996 -0.021 0.864
H -17.35394 1.20336 -7.17187 -0.757 1.020 -1.261
H -17.68413 2.37981 -8.22792 -0.116 -0.650 0.409
O -15.80560 -2.51215 -4.97372 0.448 0.089 0.015
H -16.66570 -2.16498 -5.30546 0.671 -0.678 -0.410
H -15.39955 -3.16295 -5.57855 -0.911 0.457 0.208
O -21.03318 -0.14407 -4.65506 0.948 1.626 0.327
H -20.38012 0.58057 -4.48688 -1.177 -0.331 -0.159
H -20.39378 -0.84443 -4.67637 0.250 -1.113 -0.178
```
Forces are in eV/Å.

Results
electronic energy = -78130.3275 eV
2S+1 = 1
max |F| = 3.12 eV Å⁻¹
Kohn-Sham gap = 10.39 eV

Atom charges from the Mulliken analysis, given in e for atoms 1 to 99: atom 1 (Li): 0.87, atom 2 (O): -0.05, atom 3 (C): 0.65, atom 4 (O): -1.20, atom 5 (O): -0.19, atom 6 (H): 0.05, atom 7 (O): -0.54, atom 8 (H): 0.33, atom 9 (H): 0.29, atom 10 (O): -0.74, atom 11 (H): 0.42, atom 12 (H): 0.27, atom 13 (O): -0.68, atom 14 (H): 0.27, atom 15 (H): 0.30, atom 16 (O): -0.70, atom 17 (H): 0.39, atom 18 (H): 0.26, atom 19 (O): 0.26, atom 20 (H): 0.24, atom 21 (H): 0.18, atom 22 (O): -0.55, atom 23 (H): 0.27, atom 24 (H): 0.25, atom 25 (O): -0.41, atom 26 (H): 0.35, atom 27 (H): 0.09, atom 28 (O): -0.66, atom 29 (H): 0.30, atom 30 (H): 0.29, atom 31 (O): -0.82, atom 32 (H): 0.32, atom 33 (H): 0.39, atom 34 (O): -0.49, atom 35 (H): 0.30, atom 36 (H): 0.28, atom 37 (O): 1.38, atom 38 (H): -0.10, atom 39 (H): -0.27, atom 40 (O): -0.80, atom 41 (H): 0.35, atom 42 (H): 0.36, atom 43 (O): -0.97, atom 44 (H): 0.17, atom 45 (H): 0.48, atom 46 (O): -0.79, atom 47 (H): 0.36, atom 48 (H): 0.28, atom 49 (O): -0.60, atom 50 (H): 0.31, atom 51 (H): 0.26, atom 52 (O): -0.24, atom 53 (H): -0.03, atom 54 (H): 0.12, atom 55 (O): -0.62, atom 56 (H): 0.31, atom 57 (H): 0.28, atom 58 (O): -0.62, atom 59 (H): 0.23, atom 60 (H): 0.39, atom 61 (O): -0.77, atom 62 (H): 0.43, atom 63 (H): 0.33, atom 64 (O): -0.61, atom 65 (H): 0.49, atom 66 (H): 0.25, atom 67 (O): -0.78, atom 68 (H): 0.32, atom 69 (H): 0.34, atom 70 (O): -0.76, atom 71 (H): 0.35, atom 72 (H): 0.37, atom 73 (O): -0.54, atom 74 (H): 0.22, atom 75 (H): 0.28, atom 76 (O): -0.60, atom 77 (H): 0.07, atom 78 (H): 0.27, atom 79 (O): -0.54, atom 80 (H): 0.24, atom 81 (H): 0.32, atom 82 (O): -0.77, atom 83 (H): 0.40, atom 84 (H): -0.01, atom 85 (O): -0.73, atom 86 (H): 0.33, atom 87 (H): 0.28, atom 88 (O): -0.77, atom 89 (H): 0.32, atom 90 (H): 0.38, atom 91 (O): -0.63, atom 92 (H): 0.32, atom 93 (H): 0.30, atom 94 (O): -0.76, atom 95 (H): 0.47, atom 96 (H): 0.30, atom 97 (O): -0.69, atom 98 (H): 0.33, atom 99 (H): 0.31